# 1
61
Properties=species:S:1:pos:R:3:forces:R:3:mulliken_charge:R:1 method="wB97M-V/def2-TZVPD" total_charge=-1 relative_energy_kj_mol=36.49 e_tot_ha=-14181.811093 gap_ha=0.2465
Tl -0.9006 1.3560 -0.4549 -0.8 0.1 0.1 1.18
O -2.1405 -2.1499 2.8687 0.0 0.0 0.0 -0.71
C -2.8325 -1.4202 1.8429 0.0 -0.1 0.0 -0.31
C -3.2115 -0.0020 2.2737 0.0 0.1 0.0 2.13
C -4.2220 -0.0884 3.4346 0.0 0.1 0.0 -1.25
O -3.7126 -0.6719 4.6218 0.0 0.0 0.0 -0.61
C -1.9904 0.7963 2.7763 0.0 0.0 -0.1 -1.55
Se -0.2495 0.4415 1.9220 0.2 0.0 0.1 -0.36
C -3.9389 0.7498 1.1341 0.1 0.0 0.0 -1.62
Se -3.4078 0.3735 -0.7229 0.0 0.0 0.0 -0.32
H -1.2444 -1.7777 2.8798 0.0 0.0 0.0 0.37
H -3.7371 -1.9867 1.6093 0.0 0.0 0.0 0.64
H -2.2232 -1.3836 0.9406 0.0 0.0 0.0 -0.39
H -5.0979 -0.6467 3.0761 0.0 0.0 0.0 0.45
H -4.5613 0.9180 3.6977 0.0 0.0 0.0 0.41
H -3.1758 -1.4295 4.3407 0.0 0.0 0.0 0.46
H -1.8248 0.5896 3.8328 0.0 0.0 0.0 0.48
H -2.1891 1.8636 2.6784 0.0 0.0 0.0 0.50
H -3.7961 1.8225 1.2741 -0.1 0.0 0.0 0.34
H -5.0131 0.5607 1.1910 0.0 -0.1 -0.1 0.48
C 3.5649 -0.4962 -0.1057 0.0 0.0 0.0 -1.31
P 2.2601 0.2755 -1.1549 0.0 -0.1 0.0 1.11
C 3.2268 1.6376 -1.9226 0.0 0.0 0.0 -1.33
C 2.1803 -1.0235 -2.4750 0.1 0.0 0.0 0.65
C 3.2172 -1.1877 -3.3954 0.0 0.0 0.0 -0.88
C 3.1982 -2.1962 -4.3426 0.0 0.0 0.0 -0.93
C 2.1270 -3.0769 -4.3804 0.0 0.0 0.0 -0.74
C 1.0971 -2.9367 -3.4671 0.0 0.0 0.0 -0.73
C 1.1001 -1.9208 -2.5084 0.0 -0.1 0.0 -0.06
P -0.2703 -1.7589 -1.2811 0.0 0.0 -0.1 1.33
C 0.2295 -3.0552 -0.0730 0.0 0.0 0.0 -1.25
C -1.6589 -2.6198 -2.1100 0.0 0.0 0.0 -1.56
H 4.4495 -0.7810 -0.6803 0.0 0.0 0.0 0.41
H 3.1642 -1.3852 0.3831 0.0 0.0 0.0 0.25
H 3.8451 0.2241 0.6642 0.0 0.0 0.0 0.36
H 3.8625 1.3301 -2.7515 0.0 0.0 0.0 0.45
H 3.8520 2.0741 -1.1434 0.0 0.0 0.0 0.40
H 2.5319 2.4014 -2.2672 0.0 0.0 0.0 0.19
H 4.0654 -0.5159 -3.3739 0.0 0.0 0.0 0.26
H 4.0163 -2.2948 -5.0455 0.0 0.0 0.0 0.38
H 2.0956 -3.8723 -5.1152 0.0 0.0 0.0 0.39
H 0.2690 -3.6318 -3.5078 0.0 0.0 0.0 0.21
H 0.4958 -3.9976 -0.5575 0.0 0.0 0.0 0.44
H -0.6014 -3.2240 0.6158 0.0 0.0 0.0 0.38
H 1.0762 -2.6992 0.5151 0.0 0.0 0.0 0.17
H -1.4486 -3.6541 -2.3890 0.0 0.0 0.0 0.50
H -1.9575 -2.0511 -2.9917 0.0 0.0 0.0 0.38
H -2.4990 -2.5964 -1.4145 0.0 0.0 0.0 0.34
Se -1.8028 3.8349 0.4021 0.0 0.1 -0.1 -0.32
Se -1.3481 5.0438 -1.5545 0.0 0.0 0.1 -0.35
Te -2.1430 3.4535 -3.3075 0.0 0.0 0.0 -0.10
Se -0.3690 1.7160 -2.9808 0.2 0.0 -0.1 -0.30
N 2.6021 2.5411 3.4507 0.0 0.0 0.0 -0.66
N 2.2404 3.2086 2.2823 0.0 -0.1 0.0 0.97
N 1.8920 4.4706 2.2509 -0.1 0.1 0.0 -1.06
C 1.5672 4.6031 0.9667 -0.1 -0.1 0.1 -0.21
N 1.7167 3.4628 0.2863 0.4 0.1 -0.3 -0.25
N 2.1729 2.5833 1.1467 0.0 0.0 0.0 0.10
H 2.1440 3.0553 4.1969 0.0 0.0 0.0 0.31
H 2.1342 1.6365 3.3775 0.0 0.0 0.0 0.32
H 1.1731 5.5081 0.5416 0.0 0.0 0.0 0.46

=====

# 2
15
Properties=species:S:1:pos:R:3:forces:R:3:nbo_charge:R:1 method="wB97M-V/def2-TZVPD" relative_energy_kj_mol=125.66 e_tot_ha=-304.787633 smiles="C=C(C)CNC#N" gap_ha=0.3837
C -1.2941 1.1346 -0.7638 0.0 0.0 -0.1 -0.65
C -0.0227 0.7536 -0.0445 0.1 0.0 0.0 -0.02
C 1.1840 1.1388 -0.4504 0.0 0.0 0.0 -0.37
C 1.0809 -1.9593 0.0578 0.8 -0.3 -0.4 0.42
N 2.0731 -2.2493 -0.4743 -1.0 0.3 0.6 -0.38
C -0.1405 -0.1921 1.1310 0.0 0.2 0.1 -0.24
N -0.0365 -1.6087 0.7197 0.0 -0.1 -0.1 -0.65
H -1.7200 2.0519 -0.3382 0.0 -0.2 0.0 0.23
H -1.1125 1.3160 -1.8272 0.0 0.0 0.2 0.23
H -2.0629 0.3570 -0.6779 0.1 0.1 0.0 0.21
H 2.0835 0.8603 0.0939 -0.2 0.0 -0.1 0.21
H 1.3229 1.7213 -1.3585 -0.1 0.0 0.2 0.20
H -1.1005 -0.0953 1.6492 0.2 0.0 -0.1 0.21
H 0.6518 -0.0124 1.8633 -0.1 0.0 -0.1 0.22
H -0.8767 -2.0073 0.3215 0.1 0.0 0.0 0.40